1.
Formula: C12H12FN3O5S
Source: the OMol25 dataset
Level of theory: the ωB97M-V functional and the def2-TZVPD basis

Each line ends with the Mulliken charge.
CARTESIAN COORDINATES (ANGSTROEM)
C -0.1951 -0.8906 2.3141  -0.6592
C 1.1222 -0.4156 2.2898  -0.2062
C 1.8722 -0.3513 0.8838  -0.8312
C 1.2971 0.8907 0.1333  0.6676
C 1.6571 2.2450 0.6088  -0.5489
C 1.1176 3.4428 -0.0592  0.2000
S 1.5589 5.1128 0.5543  1.2305
O 0.9684 6.0552 -0.3736  -0.5862
O 1.1942 5.3000 1.9377  -0.5354
F 3.1968 5.1869 0.4253  -0.2364
C 0.1932 3.3226 -1.2106  -0.7927
C -0.1303 1.9733 -1.6100  0.2697
C 0.3956 0.7313 -0.9988  0.2503
C -0.1462 -0.5290 -1.7203  0.0793
O -0.0478 -1.6981 -1.4706  -0.5322
N -0.8439 -0.0137 -2.8882  -0.2720
C -1.0500 1.4303 -2.7384  0.1492
O -1.8584 1.9762 -3.4318  -0.5029
H -0.9980 -0.2280 1.8828  0.2570
H -0.5113 -1.8790 2.7302  0.2650
H 1.6738 -0.0326 3.1864  0.3609
H 1.6823 -1.2962 0.3262  0.3546
H 2.9736 -0.2314 1.0696  0.4026
H 2.3273 2.3866 1.4948  0.3368
H -0.2319 4.1937 -1.7530  0.5059
H -0.2162 -0.2322 -3.6763  0.3156
C -2.1136 -5.0117 0.5180  0.5864
O -2.0892 -6.0741 1.1156  -0.6558
N -0.9829 -4.3611 0.1288  -0.2785
N -3.2766 -4.3821 0.1872  -0.3409
H -0.9821 -3.4857 -0.3638  0.2073
H -0.1051 -4.7944 0.3547  0.1757
H -4.1335 -4.8316 0.4575  0.2037
H -3.3185 -3.5087 -0.3041  0.1602

total charge: 0
relative energy (zero: lowest compared OMol25 entry of this formula, charge and spin): 0.000 eV
HOMO-LUMO gap: 6.7 eV
LUMO energy: -1.78 eV

=====

2.
Formula: C21H53O9P2S4
Source: the OMol25 dataset
Level of theory: the ωB97M-V functional and the def2-TZVPD basis

Each line ends with the Mulliken charge.
CARTESIAN COORDINATES (ANGSTROEM)
C -0.8932 4.6252 0.5484  -1.5003
C -0.7457 3.1599 0.1284  0.6308
C -2.0401 2.4758 -0.3670  -0.6927
C 0.3934 2.5057 0.1868  -0.0954
C 1.6749 3.1530 0.7068  -0.9658
C 2.6289 2.1537 1.3988  -0.9854
C 2.2686 1.7611 2.8763  2.2153
C 3.4251 2.2070 3.8073  -1.8525
C 0.8757 2.2186 3.3539  0.2219
C 0.5210 1.8496 4.8205  -1.8004
P 0.6436 -0.0042 5.2541  -0.0027
C 0.9337 -1.8698 5.8088  -0.6966
P 2.1112 -2.7708 4.7866  0.8608
O 1.5700 -3.2029 3.4779  -0.6234
O 2.5199 -4.1327 5.6145  -0.5986
O 3.5231 -1.9915 4.5811  -0.5821
O 0.1704 -0.5599 3.7047  -0.1929
C -1.2181 -0.6677 3.5244  0.4391
C -1.9496 -0.4087 4.9033  -0.7227
O -0.9796 -0.1411 5.8845  -0.6741
H -0.3855 4.7631 1.5173  0.3103
H -1.9496 4.8663 0.7158  0.4227
H -0.4173 5.3243 -0.1531  0.2200
H -1.8416 2.0707 -1.3671  0.1699
H -2.8562 3.2108 -0.3868  0.3348
H -2.3302 1.7040 0.3599  0.0478
H 0.4121 1.4538 -0.1112  0.3706
H 2.2068 3.5258 -0.1920  0.4729
H 1.4970 4.0241 1.3430  0.4015
H 2.7801 1.2549 0.7816  0.2489
H 3.6186 2.6436 1.4401  0.4247
H 2.2701 0.6624 2.9117  -0.7780
H 3.6733 3.2709 3.6444  0.4257
H 3.1897 2.0828 4.8707  0.3780
H 4.3184 1.6014 3.5910  0.3931
H 0.7103 3.3012 3.1921  0.4210
H 0.1337 1.7242 2.7054  -0.4014
H 1.2247 2.3707 5.4903  0.6106
H -0.4869 2.1939 5.1129  0.3550
H 2.0681 0.0391 5.0050  0.3871
H 1.0003 0.4206 6.6000  -0.1124
H -0.0256 -2.3959 5.6889  0.2259
H 1.2352 -1.8848 6.8645  0.4761
H 2.3693 -4.8882 5.0290  0.3162
H 3.3580 -1.3998 3.8252  0.3514
H -1.6461 0.0286 2.7862  -0.5239
H -1.4124 -1.7321 3.3027  0.0402
H -2.5621 0.5215 4.8613  0.3250
H -2.7145 -1.1659 5.1582  0.3068
C 1.8139 -3.2200 0.2336  -0.7784
S 3.5708 -3.0378 0.5371  0.6722
O 3.9979 -1.7670 -0.1118  -0.6819
C 4.1249 -4.3854 -0.5254  -1.0500
H 1.3014 -2.4386 0.7907  -0.1523
H 1.6063 -3.1109 -0.8335  0.5709
H 1.4796 -4.1951 0.5880  0.4567
H 3.7910 -4.2129 -1.5500  0.2832
H 3.7259 -5.3290 -0.1514  0.3474
H 5.2128 -4.4144 -0.4969  0.3381
C -3.5334 0.3350 -5.4043  -1.0597
S -2.1841 1.3881 -4.8503  0.4367
O -2.2285 1.4098 -3.3629  -0.5456
C -2.9029 2.9306 -5.4313  -0.9915
H -3.3096 -0.6883 -5.1056  0.2549
H -4.4660 0.6562 -4.9377  0.3991
H -3.6100 0.3897 -6.4883  0.4142
H -3.8793 3.0805 -4.9691  0.3116
H -2.9970 2.8973 -6.5173  0.3638
H -2.2365 3.7435 -5.1479  0.3247
C -1.5517 -2.8070 0.3512  -0.8214
S -2.4897 -1.2874 0.1214  0.9378
O -3.6223 -1.3162 1.0834  -0.6958
C -3.1549 -1.7203 -1.4960  -1.2094
H -1.0760 -2.7691 1.3310  0.1432
H -2.2206 -3.6681 0.3049  0.4061
H -0.7864 -2.8812 -0.4205  0.2167
H -3.7219 -2.6500 -1.4268  0.4298
H -2.3356 -1.8277 -2.2079  0.3331
H -3.8120 -0.9144 -1.8188  0.3299
C -1.5863 -1.0854 -10.1891  -1.0151
S -1.4480 -0.8812 -8.4066  0.5644
O -1.9376 0.4851 -8.0797  -0.5770
C 0.3482 -0.8274 -8.3574  -0.9668
H -2.6433 -1.1024 -10.4481  0.3189
H -1.0995 -0.2515 -10.6955  0.3115
H -1.1251 -2.0286 -10.4828  0.3791
H 0.7107 -0.0095 -8.9806  0.3102
H 0.7494 -1.7784 -8.7086  0.3764
H 0.6545 -0.6629 -7.3257  0.3119

total charge: -1
HOMO-LUMO gap: 5.6 eV
LUMO energy: 1.40 eV

=====

3.
Formula: C4H10FO2PS
Source: the OMol25 dataset
Level of theory: the ωB97M-V functional and the def2-TZVPD basis

Each line ends with the Mulliken charge.
CARTESIAN COORDINATES (ANGSTROEM)
C 1.8379 0.7000 1.3542  -1.3589
C 1.3575 0.1391 0.0397  0.2639
C 0.8917 -1.2652 -0.0086  -0.4908
C -0.5978 -1.3311 -0.2644  -0.5445
O -1.7892 1.1899 0.1862  -0.4271
O -0.9996 -0.5219 -1.4021  -0.2900
F -3.4027 -0.3117 -0.7836  -0.2648
P -2.1421 0.6388 -1.1921  0.7177
S -2.4326 1.9365 -2.6689  -0.3624
H 2.8384 0.1877 1.6358  0.3121
H 2.0130 1.7525 1.3070  0.3840
H 1.1651 0.6694 2.2409  0.3235
H 0.4595 0.8327 -0.1447  -0.0822
H 2.2326 0.2869 -0.6093  0.2324
H 1.3381 -1.8194 -0.9079  0.2718
H 1.3971 -1.9172 0.8004  0.3519
H -1.0037 -2.2853 -0.6741  0.3316
H -1.2022 -1.0031 0.7029  0.2878
H -1.9608 2.1213 0.3887  0.3440

total charge: 0
relative energy (zero: lowest compared OMol25 entry of this formula, charge and spin): 0.000 eV
HOMO-LUMO gap: 9.9 eV
LUMO energy: 0.37 eV

=====

4.
Formula: C20H40CoN6O3S2Si
Source: the OMol25 dataset
Level of theory: the ωB97M-V functional and the def2-TZVPD basis

Each line ends with the Mulliken spin population.
CARTESIAN COORDINATES (ANGSTROEM)
Co -0.2679 -0.8153 -2.4598  1.1084
C -2.7794 -4.1305 -2.4588  -0.0016
C -1.6569 -3.1525 -2.4163  0.0340
N -1.8075 -1.8717 -2.4249  -0.0031
N -3.0770 -1.3715 -2.4497  0.0074
C -3.0528 -0.0897 -2.7082  0.0085
N -4.2291 0.5762 -2.7093  0.0008
S -1.6037 0.8128 -3.0813  -0.0478
C -0.2590 -3.5493 -2.3185  -0.0279
C 0.1633 -4.8620 -2.1742  0.0038
C 1.5122 -5.1324 -2.0469  -0.0038
C 2.4144 -4.0793 -2.0760  0.0029
C 1.9271 -2.8003 -2.2278  -0.0099
N 0.6190 -2.5277 -2.3421  -0.0246
H -3.7236 -3.5989 -2.4908  0.0003
H -2.7655 -4.7742 -1.5739  0.0001
H -2.6997 -4.7723 -3.3403  -0.0001
H -5.0066 0.1244 -2.2528  0.0000
H -4.1764 1.5776 -2.6319  0.0000
H -0.5744 -5.6551 -2.1542  -0.0002
H 1.8619 -6.1513 -1.9273  -0.0002
H 3.4800 -4.2452 -1.9916  -0.0001
H 2.6016 -1.9559 -2.2725  -0.0029
C -2.3678 -0.6979 1.3444  -0.0012
C -0.8509 -0.8336 1.2551  -0.0104
C -0.4968 -2.2602 0.8661  0.0178
C -0.1923 -0.5502 2.6079  -0.0021
O -0.3219 0.0567 0.1942  -0.0266
Si 0.0699 1.6899 0.4980  -0.0089
S 0.2618 2.8045 -1.2258  0.0026
O -1.1175 2.2348 1.5016  -0.0021
C -1.2870 3.3944 2.3367  0.0003
C -0.9865 2.9644 3.7661  0.0000
C -0.3702 4.5467 1.9347  0.0001
C -2.7409 3.8081 2.1888  0.0001
O 1.4200 1.7250 1.4534  -0.0024
C 2.8185 1.4803 1.3250  -0.0005
C 3.1072 0.2861 0.3918  0.0018
C 3.4867 2.7407 0.7934  0.0000
C 3.3172 1.1714 2.7288  0.0000
H -2.7603 -1.4364 2.0529  -0.0002
H -2.8098 -0.8905 0.3617  0.0023
H -2.6527 0.2994 1.6695  0.0002
H -0.5854 -2.9071 1.7428  -0.0003
H 0.5340 -2.3159 0.5006  -0.0009
H -1.1722 -2.6392 0.1012  -0.0021
H -0.5947 -1.2481 3.3480  -0.0001
H -0.3809 0.4648 2.9553  0.0005
H 0.8901 -0.7006 2.5454  -0.0001
H 0.0516 2.6264 3.8376  0.0000
H -1.6452 2.1426 4.0637  0.0000
H -1.1336 3.7998 4.4582  0.0000
H 0.6803 4.2573 2.0367  -0.0001
H -0.5638 5.4073 2.5842  0.0000
H -0.5410 4.8349 0.8975  0.0001
H -3.4003 2.9872 2.4839  0.0000
H -2.9427 4.0614 1.1448  0.0000
H -2.9605 4.6796 2.8135  0.0000
H 3.3627 0.6382 -0.6136  0.0001
H 2.2355 -0.3723 0.3287  -0.0006
H 3.9565 -0.2981 0.7570  0.0000
H 3.0234 3.0324 -0.1520  0.0001
H 4.5582 2.5684 0.6384  0.0000
H 3.3615 3.5633 1.5032  0.0000
H 2.8978 0.2252 3.0851  0.0000
H 3.0049 1.9657 3.4097  0.0000
H 4.4097 1.1010 2.7423  0.0000
N 2.0373 -0.0294 -4.0768  0.0011
N 1.4059 0.2053 -2.8135  -0.0324
H 2.5640 0.7938 -4.3322  0.0004
H 1.3013 -0.1461 -4.7575  0.0021
H 1.1267 1.1782 -2.6557  0.0082
H 2.0917 0.0348 -2.0913  0.0087

total charge: 0
spin multiplicity: 2
relative energy (zero: lowest compared OMol25 entry of this formula, charge and spin): 1.371 eV
HOMO-LUMO gap (alpha / beta): 5.5 / 5.5 eV
LUMO energy (alpha / beta): -1.06 / -1.06 eV

=====

5.
Formula: CH3PS
Source: the OMol25 dataset
Level of theory: the ωB97M-V functional and the def2-TZVPD basis

Each line ends with the Mulliken charge.
CARTESIAN COORDINATES (ANGSTROEM)
C -2.3450 -1.3799 4.0537  0.0595
P -0.6325 0.1550 -0.4092  -0.0119
S -2.5415 -0.1554 3.2206  -0.0676
H -0.4846 0.6534 0.8068  -0.0364
H -0.7859 -1.0252 0.1534  0.0206
H 0.6727 0.3425 -0.7306  0.0358

total charge: 0
relative energy (zero: lowest compared OMol25 entry of this formula, charge and spin): 2.838 eV
HOMO-LUMO gap: 9.9 eV
LUMO energy: -0.02 eV

=====

6.
Formula: C10H21Cl3NO5P
Source: the OMol25 dataset
Level of theory: the ωB97M-V functional and the def2-TZVPD basis

Each line ends with the Mulliken charge.
CARTESIAN COORDINATES (ANGSTROEM)
C 5.7226 -0.8803 0.3926  -0.9316
C 4.8327 -0.0550 -0.7202  0.3927
O 5.7091 0.4330 -1.8186  -0.5558
C 3.7601 -1.1139 -1.3645  -0.7943
N 2.7176 -0.3061 -2.1144  -0.3517
C 1.5229 0.0479 -1.2569  -0.1683
C 0.1313 -0.4173 -2.0157  -0.3125
O -1.0335 0.4100 -1.7721  -0.3922
C -1.6740 0.2603 -0.4795  0.6813
Cl -0.8424 1.2202 0.9220  -0.1591
O -3.0074 0.9444 -0.6131  -0.3506
C -2.7813 2.4170 -0.4738  0.1417
O -3.4218 3.1876 0.4133  -0.4689
P -2.0857 -1.5083 0.0949  0.1912
C -2.5001 -2.6746 -1.3965  -0.8207
O -0.6042 -2.0649 0.8975  -0.5087
H 5.1405 -1.8571 0.7200  0.2677
H 6.7075 -1.2438 -0.1324  0.2607
H 5.9459 -0.1518 1.2886  0.2840
H 4.1961 0.8330 -0.2624  0.2258
H 6.1864 1.2270 -1.4056  0.3252
H 4.3454 -1.7399 -2.1952  0.3570
H 3.3262 -1.9037 -0.6183  0.2730
H 2.4600 -0.9086 -2.9384  0.3025
H 1.5901 -0.6306 -0.2773  0.1683
H 1.5055 1.1578 -0.8682  0.1917
H 0.0220 -1.5663 -1.8370  -0.0505
H 0.3786 -0.3094 -3.1810  0.2876
H -1.9863 2.9334 -1.1602  0.3657
H -3.1009 -2.1008 -2.2305  0.2907
H -1.4982 -3.1470 -1.8394  0.2489
H -3.1189 -3.5956 -0.9803  0.3152
H 0.0288 -2.4100 0.1875  0.3018
Cl -3.6660 0.2020 3.3151  -0.1830
C -4.3006 1.8484 3.0700  -0.3430
C -5.2618 2.2637 4.1718  -0.4563
Cl -6.7884 1.3466 4.1140  -0.1978
H -4.7762 1.8852 2.0848  0.2763
H -3.4375 2.5209 3.0561  0.2470
H -5.5231 3.3201 4.0592  0.3299
H -4.8207 2.1264 5.1643  0.3191

total charge: 0
HOMO-LUMO gap: 9.1 eV
LUMO energy: -0.03 eV

=====

no.,DFT total energy (eV)
1,-40894.998
2,-102981.679
3,-31248.491
4,-103652.994
5,-21206.106
6,-69288.556